{"formula": "C9H10BrFS", "method": "wB97M-V/def2-TZVPD", "symbols": ["C", "C", "C", "Br", "C", "C", "C", "C", "S", "C", "C", "F", "H", "H", "H", "H", "H", "H", "H", "H", "H", "H"], "xyz": [[0.6444, -0.7853, -0.9331], [0.8812, -0.6433, 0.5450], [0.6137, 1.0906, 1.0380], [2.2118, 1.8666, 0.3041], [-0.6731, 1.5276, 0.6808], [-1.1075, 2.6407, 0.0216], [-2.5074, 2.7319, -0.0796], [-3.2079, 1.6820, 0.3357], [-2.0619, 0.5902, 1.0952], [1.7669, -1.5133, 1.3230], [0.2418, -1.5007, 1.5456], [-0.3248, -0.9838, 2.7029], [1.0156, -1.7693, -1.3053], [1.0797, 0.1519, -1.5487], [-0.4018, -0.7023, -1.1471], [0.6994, 0.9209, 2.0539], [-0.4606, 3.4538, -0.0834], [-3.0470, 3.4819, -0.6039], [-4.2711, 1.3409, 0.2070], [2.5044, -1.1316, 1.9906], [2.0291, -2.4805, 0.9493], [-0.3967, -2.2906, 1.2588]], "forces_ev_per_angstrom": [[1.1, 1.3, -1.3], [-1.8, 3.7, -0.7], [3.2, -4.9, -1.4], [-0.3, 0.9, 0.2], [-3.0, 0.9, -1.3], [0.0, -0.4, 1.3], [-0.7, 0.9, -1.5], [0.0, -2.5, 1.2], [-0.9, -0.7, -0.1], [-1.1, -0.5, 0.8], [0.7, 0.2, 0.8], [0.6, 0.4, 0.0], [-0.1, 0.9, 0.1], [-0.4, -2.4, 1.4], [-0.8, -0.2, -0.1], [0.6, 0.4, 2.1], [0.9, 1.1, -0.8], [0.1, 1.0, -0.4], [1.4, 0.8, 0.3], [0.0, 0.4, 0.8], [0.5, -0.2, -0.8], [-0.1, -1.1, -0.5]], "nbo_charge": [-0.6401, -0.0298, -0.2427, 0.0418, -0.2618, -0.2444, -0.2605, -0.3870, 0.4286, -0.4735, 0.1667, -0.3598, 0.2205, 0.2318, 0.2220, 0.2356, 0.2277, 0.2207, 0.2527, 0.2402, 0.2281, 0.1830], "max_force_ev_per_a": 5.988, "lumo_energy_ev": 0.7135, "charge": 0, "e_tot_ev": -93087.44426, "smiles": "C[C@]1([C@@H](Br)c2cccs2)C[C@H]1F", "homo_ev": -8.7967, "gap_ev": 9.5101}

=====

{"formula": "C9H10Cl2", "method": "wB97M-V/def2-TZVPD", "symbols": ["C", "C", "C", "C", "C", "C", "C", "C", "C", "Cl", "Cl", "H", "H", "H", "H", "H", "H", "H", "H", "H", "H"], "xyz": [[2.2339, 1.3986, -0.1986], [2.2163, -0.1456, 0.0917], [0.7496, 1.8184, -0.2663], [-0.0050, -1.6591, 0.5132], [-1.4631, -1.4860, -0.1360], [0.7450, -0.4655, 0.1646], [0.0400, 0.5464, -0.1405], [-1.8201, 0.0111, -0.1102], [-3.2609, 0.1504, 0.0409], [-4.4251, -1.0567, -0.3105], [-3.8986, 1.7384, 0.2039], [2.7586, 2.0117, 0.4643], [2.6103, 1.5802, -1.0978], [2.7069, -0.7254, -0.6800], [2.7617, -0.3633, 1.0364], [0.5681, 2.5133, 0.5710], [0.6800, 2.3325, -1.1649], [-0.1567, -1.6047, 1.5239], [0.4329, -2.6537, 0.1738], [-1.4127, -1.7374, -1.2081], [-2.0612, -2.2036, 0.5294]], "forces_ev_per_angstrom": [[-2.4, -2.3, 2.1], [0.5, 0.6, 1.2], [0.7, 0.8, 1.8], [-0.8, -2.0, -3.4], [1.5, -0.5, 1.2], [1.7, -1.9, -0.1], [-5.7, 2.7, -0.4], [-1.4, -2.3, 1.2], [5.7, 1.7, -1.0], [0.2, -0.1, 0.3], [-0.4, 0.4, 0.1], [0.9, 0.5, 1.4], [1.9, 0.5, -3.9], [0.1, -0.1, -0.2], [-0.5, -0.1, -0.4], [-0.4, -0.2, -0.4], [-1.0, 1.0, -1.7], [-0.2, -0.6, 2.8], [-0.4, 1.2, 0.7], [-0.1, -0.6, 0.4], [0.1, 1.2, -1.6]], "nbo_charge": [-0.3680, -0.4096, -0.4592, -0.4116, -0.4545, -0.0542, 0.1298, 0.0118, -0.1956, 0.0589, 0.0209, 0.2072, 0.1965, 0.2167, 0.2135, 0.2133, 0.2147, 0.2126, 0.2130, 0.2180, 0.2258], "max_force_ev_per_a": 6.278, "de_lowest_kcal_mol": 112.79, "lumo_energy_ev": 0.8164, "charge": 0, "e_tot_ev": -34535.56875, "homo_ev": -8.3726, "gap_ev": 9.1891}

=====

{"formula": "C9H10F3N2O4SSn", "method": "wB97M-V/def2-TZVPD", "symbols": ["Sn", "C", "C", "O", "N", "C", "C", "C", "C", "C", "C", "N", "H", "H", "H", "H", "H", "H", "H", "H", "H", "H", "F", "C", "F", "F", "S", "O", "O", "O"], "xyz": [[-1.5850, 1.2551, -0.4847], [2.6454, 0.3254, -1.7843], [1.7842, 0.9217, -0.7193], [0.6601, 1.3939, -0.9876], [2.2788, 0.9527, 0.5139], [1.5268, 1.4073, 1.6704], [0.7124, 0.2630, 2.2220], [1.1902, -0.4992, 3.2787], [0.4167, -1.5429, 3.7606], [-0.7955, -1.8076, 3.1404], [-1.1803, -1.0220, 2.0643], [-0.4521, 0.0016, 1.6181], [2.0206, 0.0398, -2.6296], [3.1835, -0.5457, -1.4161], [3.3762, 1.0543, -2.1363], [3.1899, 0.5461, 0.6810], [0.8433, 2.2114, 1.3633], [2.2239, 1.7784, 2.4226], [2.1418, -0.2606, 3.7278], [0.7521, -2.1253, 4.6051], [-1.4298, -2.6042, 3.4925], [-2.1150, -1.2061, 1.5317], [-4.1440, 0.0940, -2.3424], [-3.5243, -0.2413, -3.4910], [-3.8440, -1.4865, -3.7833], [-3.9516, 0.5701, -4.4393], [-1.7245, 0.0557, -3.1110], [-0.8849, -0.4005, -4.1449], [-1.7469, 1.5012, -2.8297], [-1.5678, -0.6297, -1.7927]], "forces_ev_per_angstrom": [[0.9, -0.4, -0.5], [-0.1, -0.1, -0.3], [0.3, -0.1, 0.1], [-0.9, 0.0, 0.1], [0.2, 0.0, 0.0], [-0.4, 0.0, 0.0], [0.2, 0.0, 0.2], [-0.2, 0.1, -0.1], [-0.1, 0.1, -0.2], [0.1, 0.0, 0.0], [-0.2, -0.1, 0.0], [-0.1, 0.0, -0.3], [0.0, 0.0, 0.1], [0.0, 0.0, 0.0], [0.0, 0.1, 0.0], [-0.1, 0.1, -0.1], [0.4, -0.1, 0.1], [-0.1, 0.1, -0.1], [0.1, 0.1, 0.1], [0.0, -0.1, 0.0], [-0.1, -0.1, 0.0], [0.2, -0.1, 0.2], [-0.2, 0.0, 0.1], [-0.3, 0.1, 0.3], [0.4, 0.0, 0.0], [0.3, -0.1, -0.1], [-0.6, -0.1, -0.3], [0.2, -0.3, -0.4], [0.2, 0.2, 0.5], [0.1, 0.4, 0.8]], "nbo_charge": [1.5556, -0.7139, 0.7437, -0.7719, -0.5530, -0.2590, 0.2000, -0.2326, -0.1199, -0.2320, 0.0579, -0.5232, 0.2679, 0.2412, 0.2660, 0.4223, 0.2313, 0.2394, 0.2337, 0.2429, 0.2472, 0.2075, -0.3276, 0.7338, -0.2839, -0.2851, 2.3167, -0.8623, -1.0069, -1.0358], "max_force_ev_per_a": 1.110, "de_lowest_kcal_mol": 2.07, "lumo_energy_ev": -3.8156, "charge": 1, "e_tot_ev": -45480.07972, "homo_ev": -13.6694, "gap_ev": 9.8538}

=====

{"formula": "C9H10F3NO3PdS", "method": "wB97M-V/def2-TZVPD", "symbols": ["C", "C", "C", "C", "C", "Pd", "C", "C", "C", "N", "H", "H", "H", "H", "H", "H", "H", "H", "H", "H", "F", "C", "F", "F", "S", "O", "O", "O"], "xyz": [[0.1902, -1.3412, -2.1825], [-1.1466, -1.4554, -1.6615], [-1.0746, -2.1017, -0.3762], [0.3126, -2.3958, -0.1071], [1.0921, -1.9321, -1.2278], [0.0379, -0.1713, -0.2859], [-0.8551, 1.6150, -1.1720], [0.5431, 1.8404, -1.6480], [0.8772, 2.4155, -2.8541], [1.4164, 1.3289, -0.7819], [-1.9064, -2.3290, 0.2734], [-2.0496, -1.0980, -2.1386], [0.6931, -2.8885, 0.7746], [2.1676, -2.0057, -1.3246], [0.4701, -0.8721, -3.1163], [-1.6325, 1.5391, -1.9290], [2.4217, 1.3557, -0.9500], [-1.1338, 2.1881, -0.2872], [0.0953, 2.8240, -3.4725], [1.9208, 2.4768, -3.1297], [-1.3019, 0.6622, 4.9812], [-0.1348, 0.4798, 4.3300], [0.5023, 1.6593, 4.2516], [0.6212, -0.3811, 5.0325], [-0.4838, -0.2643, 2.4711], [-0.9696, -1.6035, 2.7640], [-1.4959, 0.6769, 1.9629], [0.8228, -0.2220, 1.8036]], "forces_ev_per_angstrom": [[-0.2, -0.9, 0.2], [0.2, -1.3, -0.1], [0.3, -0.3, -0.8], [0.0, -0.6, -1.4], [-0.8, -1.2, -0.1], [-0.1, 0.9, -0.3], [0.4, 0.5, 0.2], [0.0, 1.2, -1.1], [-0.3, -0.1, 0.0], [0.7, 0.5, 1.5], [0.1, 0.1, 0.0], [0.1, 0.0, 0.1], [0.0, 0.2, 0.0], [-0.1, 0.1, 0.0], [0.0, 0.1, 0.2], [0.0, 0.1, -0.1], [-0.4, 0.1, -0.6], [0.0, 0.0, -0.1], [0.0, 0.2, -0.3], [0.1, 0.0, -0.3], [0.4, 0.0, 0.2], [-0.5, -0.9, -2.9], [-0.1, -0.2, 0.5], [0.0, 0.3, 0.4], [-1.0, 1.1, 1.1], [0.2, 0.4, 0.3], [1.2, -0.9, 1.2], [-0.4, 0.4, 2.2]], "lowdin_spin": [0.1082, 0.1053, 0.0361, 0.0650, 0.0743, 1.0428, 0.2352, 0.0336, 0.0199, 0.1417, 0.0030, 0.0049, 0.0061, 0.0048, 0.0084, 0.0220, 0.0164, 0.0170, 0.0032, 0.0031, 0.0007, 0.0047, 0.0005, 0.0007, 0.0015, -0.0003, 0.0051, 0.0360], "max_force_ev_per_a": 3.054, "lumo_energy_ev": [5.5667, 5.5644], "charge": -2, "e_tot_ev": -39590.83564, "homo_ev": [1.7896, 0.6299], "s_squared": 2.010, "multiplicity": 3, "gap_ev": [3.7770, 4.9345]}

=====

{"formula": "C9H10GaN2O4S", "method": "wB97M-V/def2-TZVPD", "symbols": ["Ga", "O", "C", "C", "O", "C", "O", "C", "O", "C", "H", "H", "C", "H", "H", "S", "C", "N", "C", "C", "N", "H", "H", "H", "H", "H", "H"], "xyz": [[0.1096, -0.5428, 0.4457], [1.0648, -2.6302, 3.3392], [0.8923, -2.4143, 2.2282], [-0.1991, -0.3324, -1.7012], [-0.4610, 0.1073, -2.7531], [-1.6766, -2.1265, 0.3948], [-2.7432, -2.4963, 0.6519], [2.3676, -0.7193, -0.0336], [3.4589, -0.3532, -0.0043], [1.1923, -4.1102, -0.3351], [2.2076, -3.9723, 0.0610], [0.3925, -4.5732, 0.2580], [0.9078, -3.6468, -1.5694], [-0.1135, -3.7390, -1.9547], [1.6954, -3.1496, -2.1469], [-0.1869, 0.7110, 2.3027], [-0.4713, 1.8048, 0.9349], [-1.6775, 2.0965, 0.4182], [-1.6638, 3.3930, -0.2405], [-0.2173, 3.7849, -0.2204], [0.4350, 2.6578, 0.4240], [-2.5206, 1.5942, 0.6476], [-2.2984, 4.1040, 0.2863], [-2.0602, 3.2836, -1.2350], [-0.0456, 4.7051, 0.3336], [0.1997, 3.9168, -1.2029], [1.4114, 2.6472, 0.6709]], "forces_ev_per_angstrom": [[0.6, -2.5, 0.6], [-0.5, 0.4, -3.7], [0.4, -0.1, 3.6], [-1.7, 3.1, -5.8], [1.6, -2.9, 6.1], [-4.7, -0.9, 1.4], [5.1, 1.4, -1.3], [4.0, 2.1, 0.5], [-4.5, -1.9, -0.3], [-0.3, 0.8, -0.5], [-0.5, -0.5, 0.0], [0.6, -0.1, -0.1], [-0.1, 0.5, 0.9], [0.5, -0.1, -0.3], [-0.4, -0.4, -0.2], [0.2, -0.8, -1.9], [-0.7, 2.9, -0.5], [1.0, -1.0, 1.1], [-1.2, 0.3, -0.6], [0.8, 0.9, -0.6], [-0.4, -1.5, 1.2], [-0.2, 0.1, 0.4], [-0.1, -0.1, 0.2], [-0.2, 0.1, -0.5], [0.1, 0.0, 0.2], [0.1, 0.2, -0.5], [0.1, 0.2, 0.4]], "nbo_charge": [0.8860, -0.3217, 0.5335, 0.5573, -0.2131, 0.5682, -0.2599, 0.5666, -0.2481, -0.3561, 0.2197, 0.2201, -0.4159, 0.2194, 0.2190, 0.1483, 0.2207, -0.5133, -0.2479, -0.2485, -0.5111, 0.4603, 0.2753, 0.2524, 0.2734, 0.2552, 0.4601], "max_force_ev_per_a": 6.922, "lumo_energy_ev": -14.0047, "charge": 3, "e_tot_ev": -83841.87414, "homo_ev": -19.9021, "gap_ev": 5.8974}

=====

{"formula": "C9H10I2IrN5S3", "method": "wB97M-V/def2-TZVPD", "symbols": ["Ir", "S", "C", "S", "S", "I", "C", "H", "H", "I", "C", "C", "C", "C", "C", "N", "H", "H", "H", "H", "N", "C", "N", "N", "C", "N", "H", "H", "H", "H"], "xyz": [[0.3944, 1.0628, 0.2478], [3.6464, 4.4110, -0.9914], [2.5447, 3.1694, -0.7877], [3.2736, 1.6900, -0.3530], [0.8595, 3.2837, -0.9332], [2.5673, 0.4751, 2.9024], [0.6592, 1.3365, 2.4178], [0.6964, 2.3799, 2.7238], [-0.0686, 0.7991, 3.0212], [-1.8212, -1.2880, 1.1611], [-2.7481, 0.4035, 0.2898], [-4.1196, 0.4537, 0.1248], [-4.6670, 1.6035, -0.4276], [-3.8207, 2.6425, -0.7877], [-2.4594, 2.4845, -0.6002], [-1.9329, 1.3870, -0.0644], [-4.7367, -0.3810, 0.4110], [-5.7358, 1.6744, -0.5668], [-4.2000, 3.5541, -1.2230], [-1.7605, 3.2621, -0.8784], [3.5828, -3.2866, -0.4052], [2.3309, -3.7253, -0.5825], [2.0328, -5.0137, -0.4212], [1.3422, -2.9239, -0.9094], [1.2353, -1.6746, -0.9014], [0.9491, -0.5405, -0.9282], [4.3431, -3.9124, -0.1989], [3.8026, -2.3207, -0.5836], [2.7293, -5.7007, -0.1906], [1.0802, -5.3054, -0.5649]], "forces_ev_per_angstrom": [[1.7, 2.6, -0.2], [-1.4, -0.8, -0.2], [2.7, 0.8, 0.1], [-2.5, -0.1, 0.4], [-0.7, -1.9, 1.4], [-0.7, 0.0, 0.0], [0.3, 0.0, -1.5], [0.0, 0.0, -0.3], [-0.2, -0.1, -0.4], [-0.3, 0.4, -0.2], [0.0, -0.6, 0.3], [0.1, 0.0, -0.1], [0.2, 0.0, 0.1], [0.0, -0.2, 0.0], [0.0, 0.4, -0.1], [1.2, -0.6, 0.6], [-0.1, -0.1, 0.1], [0.0, 0.0, 0.0], [0.0, 0.0, 0.0], [-0.1, 0.0, 0.0], [0.0, -0.2, 0.0], [0.5, 0.3, 0.1], [0.2, 0.0, 0.0], [-0.8, -1.3, -0.1], [-0.1, 1.3, -0.1], [-0.1, -0.3, 0.0], [0.0, 0.0, 0.0], [0.0, 0.0, 0.0], [0.0, 0.0, 0.0], [0.1, 0.0, 0.0]], "lowdin_spin": [0.6876, 0.0415, 0.0030, 0.0822, 0.0352, -0.0147, 0.0305, 0.0137, 0.0002, 0.0122, 0.0016, -0.0006, 0.0031, -0.0012, 0.0026, -0.0069, 0.0000, 0.0002, -0.0002, 0.0002, 0.0023, 0.0045, 0.0044, 0.0094, 0.0301, 0.0585, 0.0001, 0.0001, 0.0002, 0.0000], "max_force_ev_per_a": 3.133, "lumo_energy_ev": [-5.1395, -4.9398], "charge": 1, "e_tot_ev": -68482.65508, "homo_ev": [-10.4927, -10.4124], "s_squared": 0.779, "multiplicity": 2, "gap_ev": [5.3532, 5.4725]}

=====

{"formula": "C9H10MoNO12P2", "method": "wB97M-V/def2-TZVPD", "symbols": ["Mo", "O", "C", "C", "C", "N", "C", "C", "C", "O", "O", "C", "O", "O", "H", "H", "H", "C", "C", "O", "P", "O", "O", "O", "P", "O", "O", "O", "H", "H", "H", "H", "H", "H", "H"], "xyz": [[0.9795, -0.5993, -0.2068], [-1.0668, -4.2381, 4.2710], [-0.7054, -3.4373, 3.3204], [-1.6015, -2.6879, 2.5164], [-1.0740, -1.9025, 1.5449], [0.2543, -1.8174, 1.3121], [1.1127, -2.5144, 2.1004], [0.6935, -3.3251, 3.0982], [2.5128, -2.2572, 1.7082], [3.5337, -2.6429, 2.0949], [2.4169, -1.3222, 0.5766], [-1.8299, -1.0279, 0.6186], [-2.9696, -0.8512, 0.4682], [-0.8320, -0.3885, -0.1988], [-2.0293, -4.3146, 4.4206], [-2.6754, -2.7212, 2.6657], [1.3932, -3.8737, 3.7190], [-0.0432, 2.0751, -2.9151], [1.3568, 1.4847, -2.9333], [2.2076, 1.9424, -3.9497], [1.3744, -0.3499, -3.3215], [2.6459, -0.9301, -3.9201], [0.2043, -0.6387, -4.2627], [1.0000, -1.1466, -1.9407], [2.3686, 1.5638, -1.3816], [2.8787, 2.9704, -1.1177], [3.2191, 0.3484, -1.4221], [1.2844, 1.1781, -0.1386], [-0.5322, 1.9117, -3.8744], [0.0341, 3.1510, -2.7404], [-0.6709, 1.6550, -2.1286], [1.9525, 2.8318, -4.2557], [3.5397, -0.7612, -3.5720], [0.2862, -1.1658, -5.0759], [3.7716, 3.1893, -0.7960]], "forces_ev_per_angstrom": [[-0.1, -0.1, 0.3], [-0.2, 0.1, 0.0], [-0.1, -0.2, 0.2], [-0.2, -0.1, 0.1], [0.3, 0.1, 0.0], [-0.1, -0.1, 0.3], [-0.2, 0.2, -0.3], [0.0, -0.1, 0.2], [0.1, -0.2, 0.0], [0.1, 0.1, 0.0], [0.4, -0.3, 0.1], [-0.1, -0.1, -0.2], [0.0, 0.1, 0.0], [-0.4, 0.1, 0.1], [0.2, 0.0, 0.0], [0.0, 0.0, 0.0], [0.0, 0.0, 0.0], [0.0, 0.0, 0.0], [0.1, -0.1, 0.0], [0.0, 0.2, 0.0], [-0.3, 0.0, 0.2], [0.1, -0.1, -0.2], [0.0, 0.1, 0.1], [0.1, -0.1, -0.8], [0.3, -0.5, -0.1], [-0.2, 0.2, -0.1], [-0.1, 0.2, 0.1], [-0.1, 0.5, -0.1], [0.0, 0.0, 0.0], [0.0, 0.0, 0.0], [0.0, 0.0, 0.0], [0.0, -0.2, 0.0], [0.0, 0.1, 0.1], [0.0, -0.1, -0.1], [0.1, 0.0, 0.1]], "nbo_charge": [2.1622, -0.5294, 0.4739, -0.2181, 0.1214, -0.4714, 0.1001, -0.1810, 0.7540, -0.2992, -0.5274, 0.7504, -0.3202, -0.5627, 0.5410, 0.2985, 0.3132, -0.6723, -0.3731, -0.6959, 2.4025, -0.9336, -0.9532, -0.8538, 2.3311, -0.9434, -1.0562, -0.7715, 0.2792, 0.2767, 0.2480, 0.5326, 0.5922, 0.5909, 0.5944], "max_force_ev_per_a": 0.815, "de_lowest_kcal_mol": 6.35, "lumo_energy_ev": -13.1112, "charge": 3, "e_tot_ev": -55963.97067, "homo_ev": -20.5416, "gap_ev": 7.4304}

=====

{"formula": "C9H10N2O", "method": "wB97M-V/def2-TZVPD", "symbols": ["O", "C", "C", "C", "C", "N", "H", "H", "H", "H", "H", "H", "H", "H", "H", "C", "C", "C", "C", "C", "N", "H"], "xyz": [[-0.1004, 2.1562, -0.4980], [-1.1994, 1.4770, -1.1133], [-2.0897, 0.9002, -0.0304], [-1.4358, -0.1975, 0.7421], [-1.6930, -1.6655, 0.5288], [-2.4037, -0.9695, 1.6090], [0.5028, 2.4262, -1.2008], [-1.8009, 2.2061, -1.6842], [-0.8552, 0.6956, -1.8127], [-2.3300, 1.6914, 0.6952], [-3.0450, 0.5536, -0.4564], [-0.4350, 0.0873, 1.1223], [-0.8410, -2.3357, 0.7910], [-2.3336, -1.9370, -0.2820], [-1.9320, -1.1584, 2.4898], [5.2028, 0.4382, 1.0049], [4.2697, -0.0017, 0.3782], [3.0965, -0.4977, -0.1676], [2.0618, -0.9552, -0.5733], [1.0513, -1.6590, -1.1567], [0.2781, -2.1765, -1.8798], [6.0316, 0.9217, 1.4937]], "forces_ev_per_angstrom": [[0.1, -0.3, -0.2], [-0.5, 0.4, -0.3], [-0.1, 0.1, -0.1], [-0.3, -1.0, 0.6], [1.0, 0.8, 0.6], [1.3, 0.5, 0.0], [-0.1, 0.0, 0.2], [0.2, -0.2, 0.0], [0.0, 0.1, 0.3], [0.0, 0.0, -0.3], [0.3, 0.1, 0.1], [-0.7, -0.4, 0.1], [-1.0, 0.4, -0.3], [-0.1, -0.4, -0.4], [-0.2, -0.1, 0.0], [-0.1, 0.2, -0.4], [-0.2, 0.1, 0.4], [0.7, 0.3, 0.4], [0.5, -0.1, 0.3], [-2.3, -1.2, -2.8], [1.8, 1.1, 2.1], [-0.3, -0.4, -0.2]], "nbo_charge": [-0.7327, -0.0635, -0.4335, -0.0996, -0.2612, -0.5907, 0.4691, 0.1627, 0.1662, 0.2175, 0.2205, 0.2040, 0.1937, 0.2038, 0.3452, -0.1107, -0.1278, 0.1531, -0.1398, 0.2134, -0.2410, 0.2513], "max_force_ev_per_a": 3.805, "de_lowest_kcal_mol": 160.18, "lumo_energy_ev": -0.4880, "charge": 0, "e_tot_ev": -14516.97751, "smiles": "OCC[C@@H]1CN1.C#CC#CC#N", "homo_ev": -9.5078, "gap_ev": 9.0198}